Entry 1:
{
  "formula": "C40H36ClN3RhSi2",
  "method": "wB97M-V/def2-TZVPD",
  "species": ["C", "C", "C", "H", "C", "C", "H", "H", "H", "H", "Rh", "Si", "C", "C", "H", "C", "H", "C", "H", "C", "H", "C", "H", "C", "C", "H", "C", "H", "C", "H", "C", "H", "C", "H", "H", "Si", "C", "C", "H", "C", "H", "C", "H", "C", "H", "C", "H", "C", "C", "H", "C", "H", "C", "H", "C", "H", "C", "H", "H", "Cl", "C", "C", "C", "C", "C", "C", "N", "N", "C", "C", "C", "C", "C", "N", "H", "H", "H", "H", "H", "H", "H", "H", "H"],
  "positions_angstrom": [[0.82842, -1.95062, 0.84660], [1.17033, -1.88183, -0.52592], [2.02091, -0.76851, -0.71101], [0.83891, -2.56014, -1.29468], [2.20812, -0.14498, 0.54529], [1.47155, -0.87613, 1.50363], [1.40755, -0.65094, 2.55499], [0.19639, -2.69126, 1.30826], [2.46128, -0.44970, -1.63933], [2.78425, 0.74731, 0.72110], [0.00000, 0.00000, 0.00000], [-0.97819, 8.32578, -4.04206], [-1.21093, 7.65095, -5.77239], [-1.85833, 8.39945, -6.75760], [-2.21591, 9.39629, -6.52878], [-2.04704, 7.88996, -8.03481], [-2.54938, 8.48606, -8.78556], [-1.58728, 6.61940, -8.34915], [-1.73136, 6.22084, -9.34504], [-0.93713, 5.86232, -7.38382], [-0.57329, 4.87230, -7.62650], [-0.75108, 6.37468, -6.10906], [-0.23129, 5.77709, -5.36982], [0.82576, 8.70380, -3.71606], [1.77679, 8.57752, -4.73258], [1.47375, 8.23198, -5.71358], [3.11127, 8.87498, -4.50241], [3.83354, 8.77000, -5.30160], [3.52124, 9.30457, -3.24737], [4.56294, 9.53544, -3.06643], [2.59235, 9.43210, -2.22487], [2.90792, 9.76107, -1.24348], [1.25757, 9.13275, -2.45915], [0.54475, 9.22946, -1.64878], [-1.43142, 7.35536, -3.00854], [0.25697, 1.88116, -1.59940], [1.87209, 2.84186, -1.36464], [2.79319, 2.94616, -2.41003], [2.51640, 2.61083, -3.40212], [4.05518, 3.49016, -2.20971], [4.74791, 3.56471, -3.03882], [4.42323, 3.95281, -0.95491], [5.40513, 4.38052, -0.79691], [3.52025, 3.86357, 0.09735], [3.79475, 4.23259, 1.07790], [2.26597, 3.31045, -0.10828], [1.57294, 3.25535, 0.72146], [0.23612, 1.46453, -3.45355], [0.75785, 0.24905, -3.89875], [1.12833, -0.46380, -3.17133], [0.79749, -0.07387, -5.24911], [1.20838, -1.02365, -5.56893], [0.30654, 0.82194, -6.18759], [0.33111, 0.57561, -7.24157], [-0.21650, 2.03825, -5.76627], [-0.60083, 2.74185, -6.49408], [-0.24605, 2.35426, -4.41624], [-0.65693, 3.30508, -4.10133], [-1.82617, 9.54244, -3.91386], [-1.24728, 3.47632, -1.48705], [-0.63167, -0.76386, 5.64956], [-1.42342, -1.68050, 4.96260], [-1.68349, -1.49031, 3.60792], [-1.13809, -0.38814, 2.90688], [-0.35552, 0.53942, 3.61110], [-0.10520, 0.34812, 4.97934], [-1.41033, -0.27635, 1.51047], [-2.56872, -0.55290, 1.16393], [-2.81178, -0.67600, -0.18359], [-4.08552, -1.00091, -0.66158], [-4.26190, -1.18347, -2.02796], [-3.16331, -1.06707, -2.87026], [-1.91146, -0.74553, -2.33266], [-1.74715, -0.52842, -0.99430], [-0.42903, -0.91843, 6.70175], [-1.83157, -2.54552, 5.47278], [-2.28835, -2.22578, 3.08963], [0.06360, 1.39663, 3.10105], [0.50510, 1.05500, 5.52391], [-4.92044, -1.11715, 0.01815], [-5.23584, -1.43650, -2.42600], [-3.27344, -1.23136, -3.93601], [-1.11344, -0.71055, -2.99360]],
  "forces_ev_per_angstrom": [[0.488, -0.239, 0.581], [0.595, -0.585, -0.524], [0.269, -0.166, -0.805], [-0.044, -0.001, -0.054], [-0.093, 0.230, 0.042], [0.724, -1.034, 0.740], [0.034, -0.055, -0.084], [-0.077, 0.044, 0.022], [0.158, -0.006, -0.002], [0.080, 0.087, -0.001], [-0.550, 2.776, -0.743], [-0.095, 0.122, 0.082], [-0.050, -0.062, 0.116], [0.048, -0.030, 0.051], [-0.030, -0.004, 0.026], [0.040, -0.034, -0.044], [-0.002, -0.004, -0.001], [-0.021, 0.022, 0.001], [-0.007, 0.001, -0.001], [0.009, 0.010, 0.029], [0.030, -0.010, -0.045], [-0.054, 0.065, -0.089], [0.025, -0.054, 0.076], [0.049, 0.013, -0.143], [-0.075, -0.024, 0.082], [-0.018, 0.041, -0.033], [0.104, 0.014, 0.077], [0.009, 0.009, -0.012], [-0.008, -0.037, -0.086], [0.007, 0.018, -0.001], [-0.076, -0.030, 0.034], [0.002, 0.022, 0.013], [0.051, -0.035, -0.035], [-0.025, 0.030, 0.041], [-0.011, -0.009, -0.122], [0.096, 2.068, -1.448], [0.049, -0.669, 0.494], [-0.150, -0.127, -0.204], [0.070, -0.049, 0.007], [-0.003, 0.153, 0.037], [-0.044, -0.007, 0.008], [-0.065, -0.088, -0.037], [-0.029, -0.011, 0.001], [-0.016, 0.092, 0.070], [-0.019, -0.007, -0.017], [-0.032, 0.039, 0.026], [-0.064, 0.014, 0.148], [-0.195, -0.522, 0.390], [0.121, 0.047, -0.125], [0.002, -0.094, -0.128], [0.085, -0.072, 0.059], [-0.002, 0.020, 0.017], [-0.038, 0.085, 0.038], [-0.005, -0.005, 0.029], [0.127, -0.097, -0.052], [-0.010, 0.002, 0.058], [-0.140, 0.201, 0.261], [-0.032, -0.006, -0.050], [0.125, -0.087, -0.003], [0.823, -1.595, 0.515], [0.072, 0.279, -0.302], [0.174, 0.399, -0.377], [0.329, 0.199, -0.069], [-0.504, -0.337, 0.909], [-0.206, -0.440, 0.270], [-0.325, -0.508, -0.401], [2.499, 0.653, 2.050], [-4.305, -0.866, -1.563], [0.147, -0.103, 1.745], [-0.423, -0.037, -0.783], [-0.043, 0.097, 1.093], [1.246, 0.295, 0.073], [-2.986, -0.471, 0.796], [0.241, -0.508, -2.050], [0.031, 0.093, -0.036], [0.012, 0.088, -0.049], [0.001, 0.200, -0.122], [-0.048, 0.117, -0.056], [-0.014, 0.072, -0.058], [0.231, 0.101, 0.114], [0.012, 0.015, 0.054], [0.191, 0.026, 0.109], [1.533, 0.269, -0.627]],
  "lowdin_spin": [0.1308, 0.1800, 0.0633, 0.0079, 0.1026, 0.1665, 0.0081, 0.0033, 0.0002, 0.0071, 1.8498, 0.0000, 0.0000, 0.0000, 0.0000, 0.0000, 0.0000, 0.0000, 0.0000, 0.0000, 0.0000, 0.0000, 0.0000, 0.0000, 0.0000, 0.0000, 0.0000, 0.0000, 0.0000, 0.0000, 0.0000, 0.0000, 0.0000, 0.0000, 0.0000, 0.0387, 0.0035, -0.0002, -0.0001, 0.0011, 0.0001, 0.0002, 0.0000, 0.0004, 0.0000, 0.0032, 0.0015, -0.0035, -0.0013, -0.0006, 0.0003, 0.0000, -0.0005, 0.0000, 0.0000, 0.0000, -0.0007, 0.0003, 0.0000, 0.0379, 0.0337, -0.0021, 0.0354, 0.0276, 0.0358, -0.0047, 0.4716, 0.3103, 0.0708, 0.0578, 0.0545, 0.0675, 0.0520, 0.1743, 0.0019, -0.0005, 0.0024, 0.0044, -0.0010, 0.0019, 0.0013, 0.0029, 0.0019],
  "multiplicity": 5,
  "molar_mass_g_mol": 753.28,
  "e_homo_ev": [-9.488, -10.694],
  "s_squared": 6.03,
  "e_tot_ha": -2859.51099,
  "charge": 1,
  "orbital_gap_ev": [5.117, 4.372],
  "e_above_lowest_kj_mol": 0.0
}

***

Entry 2:
{
  "formula": "C40H37Cl2N3O4P2V",
  "method": "wB97M-V/def2-TZVPD",
  "species": ["V", "C", "P", "C", "C", "C", "C", "C", "C", "C", "C", "C", "C", "C", "C", "C", "C", "C", "C", "C", "P", "C", "C", "C", "C", "C", "C", "C", "C", "C", "C", "C", "C", "N", "H", "H", "H", "H", "H", "H", "H", "H", "H", "H", "H", "H", "H", "H", "H", "H", "H", "H", "H", "H", "H", "H", "H", "H", "H", "H", "N", "C", "C", "O", "O", "H", "H", "H", "H", "H", "N", "C", "C", "C", "C", "C", "C", "H", "H", "H", "H", "H", "Cl", "C", "Cl", "C", "O", "O", "H"],
  "positions_angstrom": [[-0.45942, -0.36619, 0.40169], [-1.55736, 2.81684, 0.59225], [-0.73822, 1.79283, -0.69216], [-1.81249, 1.95059, -2.15377], [-1.94843, 3.15545, -2.84283], [-2.83640, 3.26006, -3.90061], [-3.59714, 2.15899, -4.27730], [-3.46669, 0.95954, -3.59622], [-2.57468, 0.85045, -2.53672], [0.74295, 2.75760, -1.14288], [1.28870, 2.68247, -2.42120], [2.43924, 3.38894, -2.73748], [3.06170, 4.17144, -1.77662], [2.52862, 4.24672, -0.49877], [1.37600, 3.54440, -0.18365], [-1.32090, 2.15542, 1.91524], [-1.39110, 2.64357, 3.19671], [-1.41250, 1.50219, 4.04360], [-1.36630, 0.38671, 3.23336], [-1.61482, -1.02615, 3.71777], [-1.67502, -2.55798, 2.64885], [0.06703, -3.14697, 2.67607], [0.90486, -3.37734, 1.58956], [2.17087, -3.92196, 1.77190], [2.63173, -4.23055, 3.04105], [1.80651, -4.01011, 4.13499], [0.53639, -3.49624, 3.94487], [-1.99911, -1.81582, 1.01396], [-1.75880, -2.59667, -0.29181], [-3.01763, -2.93384, -1.06188], [-4.12725, -2.20917, -0.90886], [-4.22034, -1.16547, 0.09778], [-3.25434, -1.06405, 1.03341], [-1.26887, 0.77940, 1.92320], [-1.22992, 3.85816, 0.55266], [-2.62478, 2.79841, 0.34005], [-1.35191, 4.01320, -2.55498], [-2.93256, 4.19748, -4.43256], [-4.28680, 2.23941, -5.10825], [-4.04826, 0.09610, -3.89066], [-2.46422, -0.09597, -2.01693], [0.80973, 2.07880, -3.18199], [2.85432, 3.31474, -3.73356], [3.96461, 4.71558, -2.02162], [3.01527, 4.84591, 0.26040], [0.97333, 3.59959, 0.82051], [-1.48713, 3.67988, 3.48194], [-1.51168, 1.48931, 5.11919], [-0.92563, -1.26270, 4.53403], [-2.60879, -1.01821, 4.18086], [0.60660, -3.11287, 0.57991], [2.80528, -4.08211, 0.91194], [3.62373, -4.64274, 3.17729], [2.14668, -4.25213, 5.13477], [-0.11291, -3.36392, 4.80522], [-1.21105, -3.52968, -0.08940], [-3.01371, -3.77623, -1.74267], [-5.01058, -2.44287, -1.49535], [-5.11176, -0.55566, 0.16275], [-3.41348, -0.37404, 1.85376], [3.24979, 2.37949, 3.32628], [1.95317, 1.73569, 3.14442], [2.13023, 0.24549, 2.99966], [3.26499, -0.24655, 3.51217], [1.30275, -0.44988, 2.48077], [3.15808, 3.25459, 3.82506], [3.64815, 2.57457, 2.41355], [3.78326, 0.54535, 3.77050], [1.41540, 2.06174, 2.25722], [1.30205, 1.89925, 4.00990], [-0.88306, -1.63712, -0.99192], [-0.36560, -1.94014, -2.23494], [-0.33356, -3.24159, -2.76146], [0.25193, -3.49782, -3.99223], [0.81540, -2.47601, -4.74546], [0.78355, -1.18371, -4.23448], [0.20515, -0.92263, -3.00750], [-0.74756, -4.06339, -2.19699], [0.26760, -4.51596, -4.36340], [1.27462, -2.68267, -5.70294], [1.23457, -0.36888, -4.78856], [0.21466, 0.08892, -2.61569], [4.06361, 0.14571, -2.52463], [3.61209, -0.79957, -1.06994], [3.01804, -2.39162, -1.54832], [2.64904, 0.04814, -0.21358], [3.18275, 0.95596, 0.41521], [1.43162, -0.27785, -0.26226], [4.52615, -0.94210, -0.50123]],
  "forces_ev_per_angstrom": [[0.316, -0.397, 0.742], [-0.019, 0.109, -0.037], [-0.149, 0.440, -0.247], [-0.061, -0.017, 0.041], [-0.015, 0.032, 0.006], [0.019, -0.031, 0.013], [0.002, 0.008, -0.002], [0.024, 0.008, -0.011], [-0.031, -0.020, -0.022], [-0.048, 0.000, 0.035], [0.019, 0.003, -0.011], [-0.015, -0.011, 0.058], [0.010, 0.003, -0.018], [-0.030, -0.030, 0.001], [0.027, -0.008, 0.001], [-0.074, -0.109, -0.217], [-0.065, -0.019, 0.060], [-0.104, 0.136, 0.082], [-0.037, -0.161, -0.237], [0.005, 0.048, 0.150], [-0.094, 0.015, -0.107], [0.048, 0.079, 0.106], [0.011, 0.041, -0.134], [-0.014, 0.042, 0.056], [0.016, -0.017, -0.042], [-0.024, -0.020, 0.005], [0.000, -0.028, 0.037], [-0.076, 0.086, -0.207], [0.135, 0.035, -0.004], [0.103, -0.012, 0.052], [-0.125, 0.120, 0.020], [0.027, -0.116, -0.075], [0.142, 0.046, 0.023], [0.078, 0.274, 0.207], [-0.006, -0.039, 0.002], [0.040, 0.007, 0.048], [0.015, 0.007, 0.014], [-0.010, 0.024, -0.018], [-0.013, -0.001, -0.008], [-0.015, -0.023, 0.000], [0.003, 0.049, 0.034], [-0.005, -0.013, -0.010], [0.017, 0.002, -0.029], [0.019, 0.003, -0.003], [0.007, 0.020, 0.004], [-0.005, 0.020, 0.005], [0.013, 0.040, 0.027], [0.005, 0.017, 0.033], [0.006, -0.024, -0.068], [0.069, 0.014, 0.026], [0.028, 0.034, 0.081], [0.037, 0.007, -0.073], [0.015, 0.006, -0.001], [0.008, 0.007, 0.006], [0.008, -0.004, -0.010], [-0.109, 0.032, -0.037], [0.045, -0.020, -0.028], [-0.007, -0.006, -0.008], [-0.017, 0.028, -0.017], [-0.013, -0.022, 0.039], [0.076, 0.206, 0.047], [0.010, -0.022, -0.020], [0.147, 0.116, -0.063], [-0.101, 0.069, 0.003], [-0.145, -0.574, -0.097], [0.011, -0.037, -0.030], [0.054, -0.065, -0.014], [-0.033, -0.032, -0.030], [-0.084, 0.019, 0.057], [0.081, 0.003, -0.115], [-0.286, -0.508, -0.238], [-0.057, 0.042, 0.269], [-0.006, 0.024, -0.060], [0.010, 0.068, -0.020], [-0.036, -0.050, 0.030], [0.022, 0.003, 0.040], [0.130, 0.200, -0.189], [-0.043, -0.046, 0.060], [0.012, -0.015, -0.012], [0.010, -0.004, -0.019], [0.005, 0.015, -0.032], [0.000, -0.198, -0.024], [-0.025, -0.025, 0.051], [0.296, -0.048, -0.046], [-0.048, 0.030, 0.069], [-0.137, 0.032, 0.047], [-0.032, 0.060, 0.169], [0.066, 0.033, -0.080], [-0.035, 0.009, -0.084]],
  "lowdin_spin": [1.8775, 0.0027, 0.0232, -0.0003, -0.0006, -0.0001, 0.0000, 0.0001, 0.0006, 0.0037, -0.0006, 0.0004, -0.0011, 0.0003, -0.0004, 0.0089, 0.0012, 0.0058, 0.0025, -0.0005, -0.0025, 0.0011, 0.0022, 0.0006, -0.0001, 0.0006, -0.0003, -0.0189, 0.0069, 0.0086, -0.0012, 0.0148, -0.0014, 0.0022, -0.0003, -0.0001, -0.0001, 0.0000, 0.0000, 0.0000, 0.0007, 0.0000, 0.0001, -0.0001, 0.0000, -0.0001, 0.0000, 0.0004, -0.0001, -0.0001, 0.0016, 0.0000, 0.0000, 0.0001, -0.0001, 0.0006, 0.0009, -0.0004, 0.0009, -0.0002, 0.0000, 0.0001, 0.0006, 0.0000, 0.0062, 0.0000, 0.0000, 0.0000, 0.0002, 0.0001, -0.0069, 0.0017, 0.0013, -0.0002, 0.0030, 0.0003, 0.0032, 0.0002, -0.0002, 0.0002, 0.0000, 0.0009, 0.0004, -0.0003, 0.0003, 0.0087, 0.0153, 0.0254, 0.0000],
  "multiplicity": 3,
  "molar_mass_g_mol": 807.55,
  "e_homo_ev": [-3.661, -3.874],
  "s_squared": 2.02,
  "e_tot_ha": -4558.93390,
  "charge": -1,
  "orbital_gap_ev": [6.165, 6.382],
  "e_above_lowest_kj_mol": 163.4
}

***

> What is the formula in the second record?

C40H37Cl2N3O4P2V